Entry 1:
79
Properties=species:S:1:pos:R:3:lowdin_spin:R:1 method="wB97M-V/def2-TZVPD" e_homo_ev="-8.3249 / -10.2752" charge=+1 spin_multiplicity=5
Ru 0.028 0.117 -0.067 1.19
C 0.472 -3.833 1.307 0.00
C -1.006 -3.539 1.008 0.02
C -1.519 -2.123 1.344 0.03
N -1.461 -1.155 0.258 0.29
C -2.481 -1.048 -0.622 0.06
C -3.519 -1.998 -0.677 0.31
C -4.665 -2.024 -1.509 0.06
C -4.988 -1.238 -2.572 0.22
C -4.227 -0.159 -3.137 0.19
C -3.120 0.436 -2.614 0.08
C -2.383 0.137 -1.445 0.32
N -1.384 1.038 -1.034 0.38
C -1.836 2.360 -0.651 0.04
C -2.510 2.285 0.732 0.02
C -1.544 2.163 1.910 0.01
N -0.553 1.102 1.772 0.12
C 0.181 0.780 2.814 -0.01
C 0.205 1.586 3.985 0.14
C 0.830 1.415 5.200 -0.02
C 1.462 0.283 5.705 0.17
C 1.696 -0.907 5.027 -0.03
C 1.546 -1.176 3.683 0.14
C 1.059 -0.387 2.608 -0.04
N 1.212 -0.751 1.341 0.15
C 2.140 -1.817 0.986 0.02
C 1.503 -3.099 0.434 0.01
H 0.606 -4.901 1.129 0.00
H 0.669 -3.678 2.373 0.00
H -1.598 -4.241 1.599 0.00
H -1.208 -3.760 -0.043 0.00
H -0.943 -1.732 2.178 0.00
H -2.550 -2.186 1.698 0.00
H -3.437 -2.839 -0.003 0.02
H -5.365 -2.817 -1.271 0.00
H -5.924 -1.464 -3.070 0.01
H -4.602 0.257 -4.063 0.01
H -2.728 1.278 -3.176 0.00
H -2.575 2.728 -1.367 0.00
H -0.996 3.057 -0.639 0.00
H -3.203 1.441 0.725 0.00
H -3.099 3.190 0.895 0.00
H -2.134 1.986 2.814 0.00
H -1.059 3.139 2.040 0.00
H -0.315 2.530 3.885 0.01
H 0.757 2.258 5.876 0.00
H 1.786 0.324 6.737 0.01
H 2.101 -1.719 5.618 0.00
H 1.856 -2.171 3.398 0.01
H 2.789 -2.063 1.827 0.00
H 2.792 -1.418 0.202 0.01
H 2.344 -3.768 0.239 0.00
H 1.052 -2.882 -0.529 0.00
C 0.397 -2.457 -3.599 0.00
C 1.598 -2.026 -4.143 0.02
C 2.277 -0.986 -3.542 0.00
C 1.767 -0.381 -2.390 0.01
C 0.577 -0.832 -1.795 -0.01
C -0.096 -1.871 -2.444 0.01
C 2.383 0.795 -1.786 0.00
C 3.586 1.338 -2.286 0.00
C 4.104 2.477 -1.760 0.00
C 3.406 3.132 -0.726 0.00
C 3.850 4.351 -0.177 0.00
C 3.147 4.976 0.815 0.00
C 1.964 4.391 1.292 0.00
C 1.518 3.204 0.773 0.00
C 2.212 2.532 -0.248 0.00
N 1.726 1.349 -0.760 0.01
H -0.155 -3.263 -4.065 0.00
H 1.997 -2.492 -5.034 0.00
H 3.200 -0.639 -3.986 0.00
H -1.024 -2.260 -2.050 0.00
H 4.103 0.843 -3.092 0.00
H 5.035 2.891 -2.128 0.00
H 4.759 4.789 -0.572 0.00
H 3.495 5.912 1.230 0.00
H 1.391 4.885 2.067 0.00
H 0.613 2.751 1.120 0.00


Entry 2:
47
Properties=species:S:1:pos:R:3:nbo_charge:R:1 method="wB97M-V/def2-TZVPD" e_homo_ev=-11.6776 charge=+1
C -0.055 -1.864 -2.465 -0.42
N -0.172 -0.968 -1.309 -0.48
C -1.290 -0.487 -0.872 0.78
N -2.457 -0.825 -1.497 -0.63
C -3.037 -2.150 -1.129 -0.21
C -3.374 -2.323 0.357 -0.48
C -4.675 -3.102 0.557 0.06
F -4.537 -3.955 1.629 -0.35
N -1.334 0.370 0.250 -0.83
C -0.342 0.084 1.270 0.75
F -0.289 -1.243 1.408 -0.30
F 0.894 0.466 0.896 -0.31
C -0.681 0.702 2.683 0.92
F -0.536 -0.225 3.616 -0.28
F 0.134 1.721 2.947 -0.29
F -1.938 1.146 2.691 -0.30
P -1.799 2.035 -0.114 2.34
N -3.244 2.375 0.198 -1.32
O -0.563 2.816 0.486 -0.97
O -1.477 1.904 -1.674 -0.98
H -0.463 -2.845 -2.235 0.22
H 1.001 -1.965 -2.694 0.24
H -0.599 -1.432 -3.303 0.24
H 0.685 -0.716 -0.833 0.44
H -3.153 -0.102 -1.341 0.41
H -3.938 -2.238 -1.739 0.23
H -2.364 -2.931 -1.480 0.21
H -3.448 -1.344 0.835 0.22
H -2.597 -2.908 0.853 0.24
H -5.517 -2.440 0.764 0.18
H -4.920 -3.709 -0.318 0.16
H -3.474 3.133 0.826 0.42
H -0.821 3.504 1.119 0.54
H -2.111 2.458 -2.158 0.54
C 5.278 2.025 0.790 -0.43
C 3.842 1.705 0.380 -0.43
C 4.060 0.914 -0.904 -0.06
O 5.291 0.227 -0.746 -0.53
C 5.996 0.741 0.390 -0.07
H 5.391 2.256 1.847 0.22
H 5.655 2.871 0.213 0.21
H 3.367 1.079 1.138 0.20
H 3.221 2.588 0.228 0.22
H 4.123 1.577 -1.773 0.17
H 3.270 0.178 -1.094 0.15
H 5.959 0.000 1.195 0.17
H 7.038 0.897 0.112 0.20


Entry 3:
10
Properties=species:S:1:pos:R:3:nbo_charge:R:1 method="wB97M-V/def2-TZVPD" e_homo_ev=-10.8123 relative_energy_kcal_mol=102.7 charge=0 smiles="CC(=O)/N=[NH+]/[O-]"
C 0.613 1.433 0.410 -0.74
C 0.287 0.208 -0.332 0.67
O 0.488 -0.061 -1.465 -0.55
N -0.386 -0.728 0.539 -0.35
N -0.796 -1.714 -0.108 0.22
O -1.569 -2.668 0.210 -0.37
H 0.224 2.232 -0.139 0.25
H 1.585 1.774 0.699 0.26
H 0.035 1.132 1.266 0.25
H -0.482 -1.608 -1.080 0.36


Entry 4:
11
Properties=species:S:1:pos:R:3:nbo_charge:R:1 method="wB97M-V/def2-TZVPD" e_homo_ev="-8.5291 / -7.4576" relative_energy_kcal_mol=154.7 charge=0
C -0.482 -0.369 -0.424 -0.12
C 0.565 -0.669 -1.353 0.09
N 2.107 0.739 -0.278 -0.28
N -0.204 0.224 0.698 -0.25
N -1.126 0.573 1.547 -0.58
O 1.775 -0.147 -1.245 -0.26
H -1.524 -0.613 -0.844 0.18
H 0.690 -1.492 -2.100 0.21
H 1.260 0.945 0.141 0.30
H -2.049 0.280 1.278 0.33
H -1.012 0.530 2.579 0.39


Entry 5:
21
Properties=species:S:1:pos:R:3:nbo_charge:R:1 method="wB97M-V/def2-TZVPD" e_homo_ev=-12.6695 relative_energy_kcal_mol=98.8 charge=+1
C -0.086 0.542 2.822 0.23
C 1.755 0.970 -0.397 -0.35
C 0.060 0.214 1.473 -0.41
C 1.111 0.976 0.875 0.36
C -0.687 -1.024 1.149 0.54
C 1.555 0.053 -1.373 -0.33
C -0.716 -0.287 -2.879 -0.78
N -0.093 0.679 3.950 -0.29
N -1.034 -1.495 -0.050 -0.80
N 1.464 2.038 1.623 -0.69
N -1.107 -1.770 2.175 -0.74
Se 0.395 -1.235 -1.509 1.11
H 2.674 1.573 -0.461 0.25
H -0.189 -0.787 -3.867 0.27
H -1.801 -0.494 -3.027 0.27
H -0.545 0.804 -2.820 0.26
H -1.351 -2.509 -0.176 0.42
H 2.335 2.508 1.475 0.41
H 1.107 2.332 2.452 0.42
H -0.983 -1.591 3.112 0.43
H -2.014 -2.309 2.047 0.42


Entry 6:
79
Properties=species:S:1:pos:R:3:lowdin_spin:R:1 method="wB97M-V/def2-TZVPD" e_homo_ev="-12.3706 / -13.8468" charge=+2 spin_multiplicity=5
Pt 2.173 -20.144 -16.066 0.99
S 0.266 -19.572 -17.089 0.53
C 0.186 -20.451 -18.509 0.11
C -0.942 -20.271 -19.265 0.06
C -1.021 -20.898 -20.539 0.11
C -2.208 -20.653 -21.297 0.01
N -3.240 -20.548 -21.833 0.06
C -0.002 -21.750 -20.981 0.03
C 1.259 -21.857 -20.291 0.14
C 1.388 -21.209 -19.018 0.09
S 2.786 -21.275 -18.057 0.62
C -0.187 -22.687 -22.151 0.00
N -0.281 -23.379 -23.055 0.00
H -1.714 -19.716 -18.798 0.00
H 2.064 -22.399 -20.831 0.00
C -0.297 -12.788 -15.170 0.06
C 0.878 -13.598 -15.440 0.26
C 1.514 -13.416 -16.752 0.02
C 2.678 -13.999 -17.024 0.09
C 3.355 -14.786 -16.004 0.15
N 4.471 -15.449 -16.289 0.19
C 5.407 -15.402 -17.366 0.02
O 5.532 -14.533 -18.174 0.02
N 6.201 -16.493 -17.423 0.01
C 6.009 -17.730 -16.703 0.00
C 7.044 -18.431 -16.141 0.00
C 6.815 -19.673 -15.527 0.00
C 5.508 -20.206 -15.525 0.02
N 4.530 -19.490 -16.095 0.10
C 4.745 -18.319 -16.641 0.01
C 2.712 -15.059 -14.783 0.09
C 1.535 -14.529 -14.587 0.05
H -0.525 -11.994 -15.860 0.00
H -0.122 -12.390 -14.152 0.02
H -1.113 -13.519 -15.010 0.02
H 0.970 -12.851 -17.477 0.00
H 3.148 -13.823 -17.988 0.00
H 4.666 -16.057 -15.470 0.00
H 6.888 -16.339 -18.187 0.00
H 7.998 -17.950 -15.971 0.00
H 7.677 -20.064 -14.993 0.00
H 5.145 -21.003 -14.868 0.01
H 3.900 -17.788 -17.186 0.00
H 3.233 -15.679 -14.048 0.00
H 1.185 -14.850 -13.559 0.00
F -4.254 -17.794 -12.995 0.00
C -2.949 -18.104 -13.125 0.00
C -2.109 -17.369 -13.916 0.00
C -0.759 -17.684 -14.001 0.00
C -0.306 -18.769 -13.269 0.00
C -1.151 -19.557 -12.517 0.00
C -2.495 -19.210 -12.407 0.00
Sb 1.600 -19.482 -13.581 0.06
C 2.794 -17.886 -12.745 0.01
C 2.288 -16.891 -11.900 0.00
C 3.124 -15.953 -11.317 0.00
C 4.436 -16.001 -11.562 0.00
F 5.243 -15.088 -10.986 0.00
C 5.036 -16.999 -12.340 0.00
C 4.184 -17.895 -12.953 0.00
C 1.833 -21.074 -12.230 0.03
C 1.547 -22.344 -12.824 0.01
C 1.574 -23.447 -12.001 0.00
C 2.072 -23.339 -10.710 0.00
F 2.166 -24.524 -10.002 0.00
C 2.427 -22.155 -10.084 0.00
C 2.257 -21.053 -10.888 0.00
H -2.530 -16.596 -14.532 0.00
H -0.140 -17.029 -14.591 0.00
H -0.793 -20.479 -12.031 0.00
H -3.287 -19.657 -11.804 0.00
H 1.232 -16.804 -11.689 0.00
H 2.728 -15.127 -10.706 0.00
H 6.128 -16.872 -12.432 0.00
H 4.558 -18.722 -13.565 0.00
H 1.269 -22.531 -13.848 0.00
H 1.256 -24.433 -12.296 0.00
H 2.865 -22.130 -9.079 0.00
H 2.414 -20.132 -10.321 0.00


Entry 7:
13
Properties=species:S:1:pos:R:3:nbo_charge:R:1 method="wB97M-V/def2-TZVPD" e_homo_ev="-8.8389 / -8.3143" relative_energy_kcal_mol=104.0 charge=0
B 2.660 -0.447 0.434 0.76
C -0.863 1.227 0.300 -0.04
C -0.810 -1.057 -0.239 -0.04
C -2.759 0.108 -0.217 0.23
C -0.175 0.082 0.106 -0.09
N -2.175 1.237 0.043 -0.43
N -2.154 -1.063 -0.258 -0.43
O 3.108 0.313 -0.572 -0.91
H 3.433 -0.957 1.128 -0.14
H -0.347 2.126 0.756 0.20
H -0.218 -1.967 -0.245 0.20
H -3.764 0.190 -0.458 0.18
H 4.064 0.207 -0.778 0.51


Entry 8:
88
Properties=species:S:1:pos:R:3:mulliken_charge:R:1 method="wB97M-V/def2-TZVPD" e_homo_ev=-10.1827 relative_energy_kcal_mol=17.0 charge=+1
Pt -0.183 0.193 0.191 2.04
O 0.435 -0.643 1.987 -0.89
C -0.341 -1.417 2.689 0.78
C -0.131 -1.468 4.082 -0.65
C -0.891 -2.284 4.886 -0.44
C -1.903 -3.083 4.351 -0.85
C -2.139 -3.047 3.001 -0.98
C -1.379 -2.228 2.143 0.24
C -1.660 -2.254 0.727 0.78
N -1.257 -1.397 -0.216 -0.37
C -1.746 -1.807 -1.431 -0.39
C -2.461 -2.937 -1.229 -0.83
N -2.397 -3.204 0.117 -0.02
H 0.651 -0.848 4.485 0.49
H -0.705 -2.304 5.949 0.41
H -2.498 -3.716 4.989 0.42
H -2.946 -3.650 2.607 0.32
H -1.537 -1.271 -2.335 0.52
H -2.980 -3.576 -1.910 0.47
H -2.789 -4.008 0.579 0.18
C -3.291 1.217 -0.201 -1.48
P -1.600 1.648 -0.697 0.54
C -1.669 1.858 -2.501 0.38
C -2.683 2.613 -3.094 -0.24
C -2.732 2.766 -4.466 -0.80
C -1.767 2.171 -5.262 -0.47
C -0.753 1.425 -4.684 -0.85
C -0.704 1.268 -3.307 -0.29
C -1.184 3.239 0.028 0.41
C -1.335 3.402 1.406 -0.31
C -0.986 4.600 2.000 -0.75
C -0.477 5.633 1.227 -0.48
C -0.313 5.470 -0.139 -0.76
C -0.662 4.276 -0.743 -0.37
H -3.983 2.029 -0.420 0.52
H -3.315 1.004 0.865 0.43
H -3.592 0.324 -0.744 0.41
H -3.434 3.093 -2.483 0.32
H -3.520 3.352 -4.917 0.42
H -1.807 2.291 -6.334 0.41
H 0.003 0.965 -5.302 0.49
H 0.095 0.695 -2.857 0.36
H -1.713 2.595 2.018 0.34
H -1.106 4.726 3.064 0.43
H -0.202 6.566 1.694 0.41
H 0.088 6.276 -0.737 0.43
H -0.531 4.154 -1.810 0.38
C 3.886 2.997 -1.491 -1.89
C 4.632 1.993 -2.382 2.52
C 4.001 2.125 -3.776 -2.10
C 6.095 2.440 -2.483 -1.80
Si 4.544 0.173 -1.724 -0.72
Br 2.299 -0.070 -1.156 -0.13
C 4.791 -1.200 -3.060 2.32
C 4.830 -2.601 -2.428 -2.09
C 6.121 -0.982 -3.789 -1.74
C 3.667 -1.240 -4.104 -1.81
C 5.464 -0.143 -0.048 2.26
C 6.965 -0.345 -0.305 -1.78
C 5.309 1.050 0.908 -2.05
C 4.943 -1.367 0.715 -1.75
H 3.982 3.985 -1.939 0.56
H 4.280 3.060 -0.480 0.27
H 2.824 2.768 -1.429 0.27
H 4.008 3.176 -4.060 0.61
H 2.964 1.794 -3.784 0.32
H 4.543 1.585 -4.547 0.32
H 6.126 3.438 -2.918 0.53
H 6.689 1.792 -3.124 0.33
H 6.581 2.500 -1.515 0.32
H 5.686 -2.753 -1.777 0.35
H 4.901 -3.338 -3.226 0.60
H 3.924 -2.818 -1.865 0.34
H 6.972 -0.958 -3.112 0.29
H 6.132 -0.073 -4.384 0.31
H 6.280 -1.813 -4.476 0.55
H 2.710 -1.485 -3.653 0.31
H 3.900 -2.023 -4.824 0.54
H 3.558 -0.312 -4.660 0.32
H 7.421 0.495 -0.822 0.30
H 7.177 -1.249 -0.870 0.30
H 7.473 -0.443 0.654 0.55
H 5.787 1.955 0.542 0.33
H 5.787 0.798 1.854 0.61
H 4.265 1.268 1.120 0.34
H 5.069 -2.301 0.172 0.31
H 3.895 -1.266 0.984 0.27
H 5.510 -1.452 1.641 0.54